Version a
This record from the Open Molecules 2025 dataset describes a cluster of 2 separate species, C11H18N3 in total. The level of theory is ωB97M-V with the def2-TZVPD basis set.

Computed properties:
Total charge: +1
Multiplicity: 1
Kohn-Sham gap, eV: 8.0

Last column: natural (NBO) charge in e.
CARTESIAN COORDINATES (ANGSTROEM)
C -3.53 2.42 -0.39  -0.090
C -3.95 1.61 -1.44  -0.286
C -2.44 1.99 0.45  -0.329
C -3.28 0.44 -1.64  0.059
C -1.75 0.88 0.09  -0.040
C 2.89 -1.45 -0.29  -0.388
C 2.85 0.09 -0.55  -0.403
C 2.19 -1.80 1.07  -0.391
C 1.36 0.48 -0.55  -0.530
C 0.76 -1.34 1.09  -0.179
C 0.91 0.11 0.83  0.626
N -2.11 0.23 -1.02  -0.505
N 1.03 0.86 1.96  -0.762
N -0.08 -2.00 0.08  -0.874
H -3.87 3.50 -0.39  0.239
H -4.94 1.86 -1.90  0.258
H -2.04 2.29 1.43  0.239
H -3.64 -0.26 -2.39  0.227
H 2.39 -1.91 -1.09  0.214
H 3.84 -1.90 -0.14  0.230
H 3.53 0.72 0.07  0.217
H 3.27 0.18 -1.53  0.239
H 2.23 -2.84 1.22  0.235
H 2.70 -1.21 1.77  0.214
H 1.21 1.48 -0.96  0.259
H 0.83 -0.16 -1.18  0.249
H 0.17 -1.46 1.97  0.208
H 0.45 0.51 2.79  0.438
H 1.62 1.75 1.99  0.441
H -1.05 -1.56 0.01  0.380
H -0.07 -2.97 0.06  0.389
H -1.48 -0.52 -1.40  0.416

Version b
This record from the Open Molecules 2025 dataset describes a structure of composition C11H18N3. The level of theory is ωB97M-V with the def2-TZVPD basis set.

Computed properties:
Total charge: +1
Multiplicity: 1
Kohn-Sham gap (alpha / beta), eV: 7.8 / 7.8

Last column: natural (NBO) charge in e.
CARTESIAN COORDINATES (ANGSTROEM)
C -0.05 2.64 1.42  0.235
C -0.27 2.00 -0.87  -0.173
C -0.32 1.65 0.43  0.027
C -0.53 -0.35 -1.04  0.744
C -0.40 0.84 -1.79  -0.282
C -1.84 0.93 -2.44  -0.568
C 0.60 0.79 -2.90  -0.606
C -0.37 0.40 3.23  -0.610
C 0.15 -1.77 1.79  -0.631
C 1.78 0.07 1.62  -0.626
C 0.28 -0.23 1.94  0.118
N 0.25 3.36 2.27  -0.216
N -0.48 0.36 0.81  -0.347
N -0.84 -1.58 -1.17  -0.726
H -0.23 3.02 -1.34  0.267
H -2.72 0.94 -1.86  0.245
H -2.03 0.18 -3.23  0.217
H -1.88 1.80 -2.99  0.242
H 0.37 1.69 -3.46  0.241
H 0.70 0.07 -3.62  0.244
H 1.69 0.88 -2.60  0.248
H -1.33 0.93 2.92  0.236
H -0.47 -0.43 3.85  0.226
H 0.25 1.10 3.78  0.248
H -0.86 -2.14 1.90  0.226
H 0.60 -2.30 2.54  0.247
H 0.69 -2.06 0.90  0.190
H 1.84 1.13 1.22  0.218
H 2.47 -0.02 2.49  0.246
H 2.13 -0.61 0.81  0.203
H -1.26 -1.95 -2.08  0.445
H -0.67 -2.32 -0.45  0.472

Which structure loses on stability? version b does.

Version a
This record from the Open Molecules 2025 dataset describes an isolated molecule of C10H9NO. The level of theory is ωB97M-V with the def2-TZVPD basis set.

Computed properties:
Structure (SMILES): O=N/C=C\C=C\c1ccccc1
Multiplicity: 1
Kohn-Sham gap, eV: 6.8

Last column: natural (NBO) charge in e.
CARTESIAN COORDINATES (ANGSTROEM)
O -4.36 -1.47 -0.38  -0.304
N -3.48 -0.91 0.29  0.076
C -3.58 0.46 0.38  -0.151
C -2.59 1.42 0.22  -0.159
C -1.27 1.37 -0.29  -0.283
C -0.64 0.08 -0.41  -0.097
C 0.76 -0.23 -0.40  -0.112
C 1.73 0.83 -0.36  -0.169
C 3.00 0.57 -0.07  -0.216
C 3.41 -0.73 0.37  -0.189
C 2.56 -1.78 0.23  -0.217
C 1.25 -1.56 -0.27  -0.151
H -4.51 0.86 0.65  0.214
H -2.88 2.45 0.60  0.218
H -0.77 2.40 -0.48  0.225
H -1.30 -0.88 -0.38  0.234
H 1.21 1.76 -0.42  0.210
H 3.68 1.42 0.18  0.217
H 4.48 -0.90 0.53  0.220
H 2.79 -2.75 0.47  0.214
H 0.51 -2.39 -0.46  0.219

Version b
This record from the Open Molecules 2025 dataset describes an isolated molecule of C10H9NO. The level of theory is ωB97M-V with the def2-TZVPD basis set.

Computed properties:
Multiplicity: 1
Kohn-Sham gap (alpha / beta), eV: 8.1 / 7.3

Last column: natural (NBO) charge in e.
CARTESIAN COORDINATES (ANGSTROEM)
C -2.84 1.34 1.66  -0.247
C -2.43 0.64 0.74  -0.061
C 3.19 0.22 -0.17  -0.250
C 2.16 -0.75 0.02  -0.162
C 2.85 1.55 -0.13  -0.005
C 0.83 -0.45 0.04  -0.138
C 0.57 0.92 0.04  0.294
C -0.21 -1.47 0.25  -0.403
C -1.61 -1.32 -0.63  -0.443
C -2.18 0.01 -0.47  0.243
N 1.50 1.78 0.15  -0.437
O -2.38 0.75 -1.67  -0.673
H -2.98 1.84 2.62  0.241
H 4.15 -0.19 -0.31  0.221
H 2.35 -1.70 0.38  0.207
H 3.37 2.49 -0.18  0.220
H -0.01 -2.51 0.09  0.220
H -0.54 -1.29 1.25  0.220
H -1.26 -1.36 -1.76  0.231
H -2.17 -2.21 -0.42  0.229
H -2.38 1.70 -1.48  0.492

Which structure loses on stability? version b does.

Version a
This record from the Open Molecules 2025 dataset describes a cluster of 6 separate species, C4H20N2O6 in total. The level of theory is ωB97M-V with the def2-TZVPD basis set.

Computed properties:
Structure (SMILES): CN(C)CC(N)=O.O.O.O.O.O
Multiplicity: 1
Kohn-Sham gap, eV: 9.6

Last column: natural (NBO) charge in e.
CARTESIAN COORDINATES (ANGSTROEM)
C -2.01 0.48 2.03  -0.417
N -1.29 -0.22 0.97  -0.479
C -1.67 0.26 -0.37  -0.429
C 0.16 -0.01 1.04  -0.346
C 0.94 -1.30 1.21  0.676
N 0.55 -2.38 0.53  -0.801
O 1.99 -1.28 1.86  -0.685
H -1.31 0.86 2.77  0.204
H -2.74 1.17 1.59  0.198
H -2.61 -0.21 2.66  0.193
H -2.76 0.12 -0.47  0.183
H -1.08 -0.19 -1.16  0.211
H -1.76 1.34 -0.52  0.205
H 0.53 0.71 1.79  0.228
H 0.63 0.60 0.26  0.239
H 0.94 -3.31 0.54  0.409
H -0.29 -2.36 -0.02  0.412
O -0.23 2.09 -2.09  -0.994
H -0.03 2.56 -2.91  0.470
H 0.49 2.33 -1.48  0.507
O -0.61 -0.65 -4.07  -0.961
H -0.84 -1.44 -3.58  0.473
H -0.64 0.14 -3.52  0.489
O 3.03 1.23 1.21  -0.984
H 3.12 0.27 1.36  0.516
H 2.91 1.51 2.13  0.479
O -2.60 -2.63 -0.31  -0.965
H -2.67 -1.91 0.32  0.490
H -3.49 -2.85 -0.60  0.476
O 1.86 3.08 -0.51  -0.984
H 2.35 2.37 -0.04  0.510
H 2.58 3.62 -0.86  0.478

Version b
This record from the Open Molecules 2025 dataset describes a cluster of 6 separate species, C4H20N2O6 in total. The level of theory is ωB97M-V with the def2-TZVPD basis set.

Computed properties:
Structure (SMILES): CNCCNC=O.O.O.O.O.O
Multiplicity: 1
Kohn-Sham gap, eV: 9.3

Last column: natural (NBO) charge in e.
CARTESIAN COORDINATES (ANGSTROEM)
C 1.52 -2.26 -1.68  -0.431
N 1.29 -0.91 -1.11  -0.672
C 0.70 -1.11 0.25  -0.273
C 1.84 -0.41 1.12  -0.245
N 2.34 0.95 0.83  -0.654
C 1.74 2.00 1.46  0.582
O 1.08 1.82 2.47  -0.668
H 2.38 -2.70 -1.13  0.205
H 0.64 -2.85 -1.81  0.175
H 1.93 -2.38 -2.77  0.198
H 0.66 -0.38 -1.68  0.357
H -0.26 -0.56 0.40  0.218
H 0.51 -2.19 0.62  0.216
H 2.59 -1.22 1.02  0.193
H 1.31 -0.55 2.03  0.218
H 2.54 0.80 -0.25  0.424
H 2.25 2.96 1.24  0.143
O -1.40 0.90 1.81  -1.014
H -0.40 1.08 1.94  0.500
H -1.69 0.54 2.72  0.478
O 0.15 2.74 -0.10  -0.946
H -0.63 2.29 0.31  0.511
H 0.34 2.30 -0.96  0.477
O -2.13 2.36 -1.58  -0.992
H -2.91 1.80 -1.53  0.499
H -2.26 3.27 -1.95  0.489
O -3.41 -0.14 -2.23  -0.938
H -2.60 -0.47 -2.51  0.469
H -3.50 -0.48 -1.28  0.476
O -1.34 -2.47 1.55  -0.979
H -1.28 -2.33 0.66  0.491
H -2.01 -2.39 2.13  0.493

Which structure loses on stability? version b does.